{
  "formula": "C6H10O",
  "method": "ωB97M-V/def2-TZVPD",
  "e_homo_ev": -9.9359,
  "smiles": "C#CC(C)(C)OC",
  "multiplicity": 1,
  "total_energy_ha": -309.772349,
  "elements": ["C", "C", "C", "C", "C", "O", "C", "H", "H", "H", "H", "H", "H", "H", "H", "H", "H"],
  "xyz": [[1.61012, -1.41432, -1.34104], [0.70103, -0.77641, -0.87468], [-0.33990, 0.04938, -0.21854], [-1.24076, 0.69861, -1.26685], [-1.16615, -0.81556, 0.74126], [0.25713, 1.15895, 0.44205], [1.34449, 0.91455, 1.30366], [2.42580, -1.96747, -1.75320], [-1.93989, 1.37085, -0.76128], [-1.80481, -0.05251, -1.82562], [-0.63184, 1.28761, -1.95623], [-1.73997, -1.56004, 0.17782], [-1.86493, -0.17350, 1.28632], [-0.53686, -1.34478, 1.46362], [1.92416, 1.84282, 1.33180], [1.00942, 0.67013, 2.32047], [1.99296, 0.11168, 0.93043]],
  "mulliken_charge": [-0.0710, -0.9157, 1.6447, -1.5720, -1.4693, -0.3848, -0.6965, 0.4397, 0.3663, 0.3914, 0.3777, 0.3949, 0.3621, 0.3436, 0.2527, 0.2390, 0.2972]
}